(1)
The following is a quantum chemistry calculation of a 2-piece molecular cluster, C33H36BClO4S overall at a distorted geometry, from the OMol25 dataset.

```
76
C33H36BClO4S, DFT ωB97M-V/def2-TZVPD
C 3.51 -6.43 -3.60
C 3.81 -5.41 -2.57
C 4.94 -5.29 -1.80
C 4.86 -4.20 -0.86
C 3.64 -3.55 -0.88
B 3.15 -2.22 -0.07
C 2.36 -2.74 1.31
C 0.98 -2.92 1.34
C 0.35 -3.45 2.49
C 1.13 -3.82 3.60
Cl 0.38 -4.53 4.97
C 2.52 -3.66 3.56
C 3.13 -3.13 2.41
O 4.50 -1.66 0.05
C 4.36 -0.38 -0.51
C 3.79 0.46 0.60
C 5.71 0.17 -0.95
C 3.23 -0.56 -1.64
C 2.39 0.66 -1.98
C 3.80 -1.09 -2.95
O 2.36 -1.51 -1.03
S 2.66 -4.18 -2.15
H 4.39 -7.07 -3.71
H 2.66 -7.05 -3.29
H 3.27 -5.97 -4.56
H 5.79 -5.95 -1.91
H 5.69 -3.95 -0.21
H 0.37 -2.68 0.47
H -0.72 -3.62 2.51
H 3.11 -3.97 4.41
H 4.21 -3.05 2.37
H 3.76 1.50 0.28
H 2.78 0.13 0.87
H 4.39 0.37 1.52
H 5.61 1.17 -1.39
H 6.38 0.27 -0.09
H 6.18 -0.49 -1.69
H 3.03 1.49 -2.30
H 1.73 0.41 -2.82
H 1.76 0.99 -1.14
H 4.35 -0.29 -3.46
H 4.46 -1.95 -2.81
H 2.97 -1.39 -3.60
C 7.45 2.30 6.21
O 7.23 2.69 4.83
C 5.96 2.69 4.35
C 5.80 2.89 2.96
C 4.56 2.76 2.40
C 3.46 2.22 3.14
C 2.31 1.77 2.43
C 1.07 1.46 3.05
C -0.10 2.05 2.48
C -1.29 1.99 3.17
C -1.33 1.29 4.41
O -2.56 1.31 5.00
C -3.48 1.98 4.06
C -2.64 2.58 2.93
C -0.21 0.63 4.95
C 0.97 0.70 4.26
C 3.59 2.22 4.56
C 4.81 2.45 5.17
H 8.54 2.20 6.27
H 7.11 3.09 6.91
H 6.96 1.34 6.45
H 6.67 3.15 2.35
H 4.40 3.05 1.36
H 2.19 2.14 1.40
H -0.01 2.63 1.56
H -4.15 1.20 3.68
H -4.06 2.72 4.63
H -2.65 3.68 3.00
H -3.04 2.31 1.94
H -0.30 0.15 5.92
H 1.87 0.21 4.64
H 2.72 2.06 5.21
H 4.91 2.46 6.25
```

Output
- Energy above the lowest of the compared OMol25 structures with the same formula, charge and spin: 2.3858 eV
- F_max: 3.81 eV/A
- Multiplicity: 1
- HOMO-LUMO gap: 3.088 eV
- LUMO level: -2.92 eV
- HOMO level: -6.0 eV

***

(2)
The following is a quantum chemistry calculation of C33H36FeN2O4 as an isolated structure, from the OMol25 dataset.

```
76
C33H36FeN2O4, DFT ωB97M-V/def2-TZVPD
Fe -0.32 -1.14 2.23
N 1.78 -1.18 3.00
C 1.72 -1.48 4.44
C 0.70 -2.59 4.68
N -0.64 -2.18 4.19
H 2.20 -1.93 2.46
H 2.29 -0.33 2.78
H 1.40 -0.57 4.96
H 2.68 -1.77 4.87
H 0.68 -2.85 5.74
H 1.00 -3.47 4.12
H -1.05 -1.51 4.83
H -1.26 -2.97 4.15
C -0.97 0.65 -3.81
C -0.14 1.23 -2.68
C 0.66 2.44 -3.13
O 0.76 0.26 -2.16
C 0.44 -0.09 -0.82
C -0.86 0.70 -0.52
O -0.99 1.59 -1.61
C -0.90 1.50 0.81
O -0.89 0.60 1.86
C -2.21 2.31 0.92
C -2.32 3.25 1.95
C -3.50 3.94 2.16
C -4.60 3.71 1.34
C -4.50 2.78 0.32
C -3.31 2.09 0.11
C 0.30 2.46 0.91
C 0.43 3.56 0.06
C 1.51 4.42 0.17
C 2.48 4.21 1.15
C 2.34 3.14 2.02
C 1.26 2.28 1.90
C 0.39 -1.64 -0.69
O 0.17 -1.98 0.63
C -0.68 -2.22 -1.61
C -1.95 -2.52 -1.12
C -2.94 -3.04 -1.95
C -2.67 -3.28 -3.28
C -1.40 -3.00 -3.79
C -0.42 -2.48 -2.96
C 1.76 -2.25 -1.04
C 2.92 -1.50 -1.23
C 4.15 -2.13 -1.41
C 4.24 -3.51 -1.41
C 3.09 -4.27 -1.22
C 1.87 -3.64 -1.03
H -0.32 0.27 -4.60
H -1.61 1.44 -4.21
H -1.60 -0.16 -3.44
H 1.24 2.18 -4.02
H 1.34 2.76 -2.35
H -0.02 3.26 -3.38
H 1.23 0.25 -0.14
H -1.71 0.01 -0.48
H -1.46 3.44 2.59
H -3.56 4.67 2.96
H -5.52 4.26 1.50
H -5.35 2.59 -0.32
H -3.26 1.38 -0.70
H -0.34 3.75 -0.68
H 1.60 5.26 -0.50
H 3.33 4.88 1.23
H 3.08 2.98 2.81
H 1.10 1.47 2.60
H -2.15 -2.35 -0.07
H -3.92 -3.25 -1.54
H -3.43 -3.70 -3.93
H -1.18 -3.19 -4.83
H 0.56 -2.25 -3.36
H 2.88 -0.42 -1.26
H 5.04 -1.53 -1.57
H 5.20 -4.00 -1.56
H 3.14 -5.35 -1.22
H 0.97 -4.23 -0.88
```

Output
- Energy above the lowest of the compared OMol25 structures with the same formula, charge and spin: 0.0000 eV
- F_max: 0.83 eV/A
- Multiplicity: 5
- Expectation value of S²: 6.02
- HOMO-LUMO gap (spin up / spin down): 7.960 / 7.743 eV
- LUMO level (spin up / spin down): -0.05 / -0.03 eV
- HOMO level (spin up / spin down): -8.0 / -7.8 eV

***

(3)
The following is a quantum chemistry calculation of C33H36N6O5 in the gas phase at a distorted geometry, from the OMol25 dataset.

```
80
C33H36N6O5, DFT ωB97M-V/def2-TZVPD
C 3.06 0.65 -2.23
C 2.23 -0.36 -2.99
O 2.70 -1.04 -3.86
C 0.80 -0.45 -2.61
C 0.30 0.00 -1.40
C -1.04 -0.16 -1.09
C -1.91 -0.74 -2.00
C -1.42 -1.18 -3.22
C -0.08 -1.05 -3.52
H 0.32 -1.41 -4.46
H -2.09 -1.64 -3.93
H -2.95 -0.87 -1.75
N -1.54 0.20 0.19
C -2.37 1.23 0.40
O -3.07 1.35 1.40
C -2.31 2.33 -0.66
N -0.96 2.78 -0.80
C -0.07 3.08 0.19
C -0.16 3.18 1.57
C 1.01 3.50 2.23
C 2.22 3.71 1.55
C 2.31 3.63 0.18
C 1.14 3.31 -0.51
N 0.88 3.14 -1.84
N -0.34 2.82 -1.99
H 3.23 3.80 -0.34
H 3.10 3.95 2.13
H 1.00 3.58 3.31
H -1.08 3.02 2.09
H -2.65 1.97 -1.64
H -2.96 3.16 -0.34
C -1.31 -0.77 1.28
C 0.16 -1.06 1.33
C 0.77 -2.05 0.57
C 2.15 -2.13 0.48
C 2.97 -1.21 1.14
C 2.35 -0.25 1.95
C 0.98 -0.18 2.03
H 0.53 0.59 2.65
H 2.94 0.45 2.51
N 4.34 -1.21 0.91
C 5.09 -2.45 0.86
H 4.46 -3.27 0.52
C 6.28 -2.27 -0.09
O 7.11 -1.21 0.34
C 6.38 -0.01 0.39
C 5.17 -0.11 1.34
H 4.61 0.82 1.28
H 5.53 -0.26 2.37
H 7.07 0.75 0.74
H 6.02 0.25 -0.61
H 6.91 -3.17 -0.09
H 5.91 -2.08 -1.10
H 5.47 -2.70 1.86
H 2.58 -2.89 -0.15
H 0.16 -2.76 0.03
H -1.61 -0.26 2.21
C -2.28 -1.95 1.06
O -1.96 -3.04 0.65
N -3.54 -1.60 1.36
H -3.74 -0.64 1.62
C -4.66 -2.44 1.01
H -4.25 -3.27 0.42
C -5.71 -1.68 0.20
H -6.37 -2.42 -0.28
C -6.56 -0.70 1.03
H -7.41 -1.19 1.49
H -5.94 -0.24 1.80
C -6.95 0.33 -0.02
H -7.21 1.30 0.40
C -5.67 0.39 -0.86
H -5.85 0.66 -1.91
O -5.10 -0.90 -0.82
H -4.97 1.12 -0.43
H -7.78 -0.04 -0.62
H -5.13 -2.85 1.91
H 0.96 0.47 -0.68
H 4.05 0.71 -2.67
H 2.57 1.62 -2.26
H 3.16 0.33 -1.19
```

Output
- Energy above the lowest of the compared OMol25 structures with the same formula, charge and spin: 0.0000 eV
- F_max: 1.27 eV/A
- Multiplicity: 1
- HOMO-LUMO gap: 8.205 eV
- LUMO level: 0.32 eV
- HOMO level: -7.9 eV

***

(4)
The following is a quantum chemistry calculation of C33H37AsBN6Pt as an isolated structure, from the OMol25 dataset.

```
79
C33H37AsBN6Pt, DFT ωB97M-V/def2-TZVPD
Pt -0.49 -0.30 0.11
C -3.36 -0.91 -1.94
C -3.06 -1.96 -0.93
C -3.69 -3.13 -0.62
C -2.91 -3.75 0.46
C -3.17 -5.02 1.14
N -1.89 -2.94 0.72
N -1.97 -1.86 -0.11
B -0.67 -3.10 1.73
N 0.60 -3.04 0.88
N 0.79 -1.99 0.04
C 1.91 -2.22 -0.67
C 2.39 -1.26 -1.71
C 2.43 -3.45 -0.27
C 1.59 -3.94 0.70
C 1.68 -5.21 1.47
N -0.72 -1.91 2.68
N -0.85 -0.64 2.20
C -0.94 0.18 3.25
C -1.12 1.65 3.09
C -0.87 -0.57 4.42
C -0.73 -1.88 4.03
C -0.62 -3.10 4.88
H -4.32 -1.11 -2.41
H -3.40 0.07 -1.47
H -2.60 -0.90 -2.72
H -4.60 -3.53 -1.05
H -4.11 -5.45 0.83
H -2.36 -5.73 0.92
H -3.17 -4.88 2.23
H -0.78 -4.14 2.30
H 1.56 -0.68 -2.10
H 3.14 -0.58 -1.30
H 2.85 -1.80 -2.54
H 3.32 -3.92 -0.65
H 2.63 -5.70 1.25
H 1.62 -5.04 2.54
H 0.89 -5.91 1.20
H -1.50 1.86 2.09
H -1.83 2.03 3.82
H -0.17 2.17 3.24
H -0.93 -0.20 5.43
H -0.53 -2.81 5.92
H -1.49 -3.75 4.78
H 0.26 -3.69 4.62
C -0.79 6.52 -0.29
C -0.60 5.99 -1.60
C -0.42 4.65 -1.76
C -0.37 3.80 -0.60
C -0.57 4.34 0.70
C -0.76 5.68 0.86
As 0.18 1.95 -0.84
C 0.05 1.74 -2.74
C 1.16 1.48 -3.54
C 0.98 1.33 -4.91
C -0.29 1.43 -5.47
C -1.39 1.69 -4.67
C -1.23 1.84 -3.30
C 2.04 2.15 -0.35
C 2.56 1.40 0.69
C 3.90 1.54 1.03
C 4.70 2.45 0.33
C 4.17 3.21 -0.69
C 2.83 3.08 -1.04
H -0.96 7.59 -0.17
H -0.60 6.65 -2.46
H -0.28 4.24 -2.75
H -0.54 3.71 1.57
H -0.90 6.11 1.84
H 2.15 1.42 -3.11
H 1.84 1.14 -5.54
H -0.41 1.30 -6.54
H -2.38 1.77 -5.11
H -2.09 2.05 -2.67
H 1.94 0.70 1.24
H 4.32 0.96 1.84
H 5.74 2.55 0.60
H 4.79 3.92 -1.23
H 2.42 3.68 -1.84
```

Output
- Energy above the lowest of the compared OMol25 structures with the same formula, charge and spin: 0.3000 eV
- F_max: 0.70 eV/A
- Multiplicity: 5
- Expectation value of S²: 6.05
- HOMO-LUMO gap (spin up / spin down): 8.253 / 4.239 eV
- LUMO level (spin up / spin down): -8.36 / -12.32 eV
- Total charge: +3
- HOMO level (spin up / spin down): -16.6 / -16.6 eV

***

(5)
The following is a quantum chemistry calculation of C33H37BrCeFN10O7PS2 as an isolated structure at a distorted geometry, from the OMol25 dataset.

```
93
C33H37BrCeFN10O7PS2, DFT ωB97M-V/def2-TZVPD
Ce -1.12 1.08 0.85
C 0.92 1.67 6.65
N 0.86 2.26 5.27
C 1.93 2.74 4.55
C 1.41 3.25 3.37
N 0.03 3.01 3.35
C -0.27 2.41 4.46
P -2.02 1.91 4.99
C -2.97 2.94 3.73
N -2.91 2.83 2.39
C -3.82 3.79 1.89
C -4.39 4.45 2.97
N -3.87 3.92 4.13
C -4.14 4.35 5.53
C -2.48 0.24 4.34
N -2.60 -0.01 3.02
C -3.04 -1.34 2.96
C -3.16 -1.88 4.22
N -2.85 -0.87 5.12
C -2.85 -1.07 6.60
H 1.81 2.11 7.12
H 1.04 0.59 6.59
H 0.01 2.00 7.15
H 2.92 2.69 4.97
H 1.95 3.70 2.55
H -4.02 3.95 0.84
H -5.16 5.21 2.96
H -4.92 5.15 5.47
H -3.21 4.76 5.94
H -4.49 3.44 6.05
H -3.24 -1.85 2.01
H -3.48 -2.89 4.57
H -3.46 -1.93 6.81
H -3.29 -0.13 6.98
H -1.83 -1.26 6.94
C -0.30 -5.13 -3.44
C -0.38 -3.84 -4.30
N -0.28 -2.63 -3.48
C -1.43 -2.24 -2.85
C -1.49 -1.10 -2.07
C -2.84 -0.71 -1.37
O -3.88 -1.13 -1.88
O -2.74 -0.01 -0.29
C -0.31 -0.41 -1.79
O -0.28 0.74 -1.24
C 0.94 -1.01 -2.23
C 2.22 -0.55 -1.73
C 3.39 -1.08 -2.22
F 4.57 -0.54 -1.70
C 3.44 -2.07 -3.28
C 2.18 -2.51 -3.73
C 0.97 -2.08 -3.13
N 4.63 -2.55 -3.93
C 4.83 -3.98 -4.04
C 5.45 -4.33 -5.41
N 6.47 -3.28 -5.80
C 6.99 -2.52 -4.62
C 5.86 -1.81 -3.85
H -0.17 -5.97 -4.10
H -1.15 -5.25 -2.77
H 0.61 -5.09 -2.86
H -1.32 -3.84 -4.87
H 0.45 -3.87 -4.99
H -2.31 -2.87 -3.06
H 2.27 0.24 -0.97
H 2.08 -3.24 -4.55
H 3.90 -4.53 -3.90
H 5.54 -4.37 -3.26
H 4.70 -4.44 -6.24
H 6.07 -5.22 -5.34
H 6.03 -2.59 -6.44
H 7.25 -3.73 -6.31
H 7.72 -1.76 -4.96
H 7.50 -3.21 -3.95
H 5.61 -0.81 -4.23
H 6.20 -1.64 -2.82
O -3.77 5.65 -3.56
C -3.39 4.73 -2.63
C -4.16 3.59 -2.36
C -3.67 2.68 -1.47
N -2.43 2.78 -0.90
C -1.75 3.89 -1.21
Br -0.08 4.04 -0.29
C -2.17 4.93 -2.02
H -4.54 5.26 -4.05
H -5.14 3.41 -2.78
H -4.29 1.80 -1.18
H -1.55 5.82 -2.17
O 2.45 -0.96 2.08
S 1.09 -0.54 2.34
O 0.94 0.84 1.70
O 0.66 -0.47 3.74
S -0.46 -1.70 1.34
```

Output
- Energy above the lowest of the compared OMol25 structures with the same formula, charge and spin: 0.0000 eV
- F_max: 2.86 eV/A
- Multiplicity: 2
- Expectation value of S²: 0.75
- HOMO-LUMO gap (spin up / spin down): 5.118 / 5.124 eV
- LUMO level (spin up / spin down): -3.29 / -3.29 eV
- Total charge: +1
- HOMO level (spin up / spin down): -8.4 / -8.4 eV

***

(6)
The following is a quantum chemistry calculation of C33H37Cl2InN8O6S as an isolated structure at a distorted geometry, from the OMol25 dataset.

```
88
C33H37Cl2InN8O6S, DFT ωB97M-V/def2-TZVPD
In 0.53 -0.70 0.13
C 0.69 0.45 5.59
N 0.71 -0.48 4.48
C 0.80 -1.89 4.82
C 0.76 -0.13 3.20
O 0.89 -0.99 2.31
C 0.65 1.36 2.85
O 0.76 1.52 1.45
C -0.15 2.43 0.84
C -1.47 1.72 0.55
O -1.48 0.48 0.53
N -2.56 2.45 0.31
C -3.77 1.77 -0.11
C -2.57 3.90 0.25
H 0.15 0.00 6.42
H 1.70 0.67 5.92
H 0.19 1.38 5.33
H 0.17 -2.10 5.67
H 0.48 -2.49 3.97
H 1.83 -2.16 5.06
H -0.31 1.73 3.21
H 1.48 1.91 3.33
H -0.29 3.28 1.54
H -0.21 2.75 -1.16
H -3.60 0.70 -0.13
H -4.59 1.99 0.58
H -4.04 2.12 -1.11
H -2.38 4.56 -1.70
H -3.61 4.22 0.21
H -2.12 4.32 1.16
O 0.23 0.09 -1.87
S 1.28 0.44 -2.92
C 1.74 -1.12 -3.71
C 1.02 -2.28 -3.47
C 1.44 -3.46 -4.07
C 2.55 -3.46 -4.90
C 3.25 -2.29 -5.14
C 2.85 -1.11 -4.54
C 0.24 1.05 -4.27
C 0.59 2.25 -4.87
C -0.18 2.72 -5.92
C -1.28 1.99 -6.36
C -1.62 0.80 -5.74
C -0.86 0.32 -4.69
H 0.15 -2.26 -2.83
H 0.89 -4.37 -3.88
H 2.86 -4.38 -5.37
H 4.10 -2.29 -5.80
H 3.39 -0.19 -4.70
H 1.44 2.80 -4.52
H 0.08 3.65 -6.40
H -1.87 2.36 -7.19
H -2.47 0.23 -6.09
H -1.11 -0.61 -4.21
Cl -0.87 -9.09 0.38
C -0.63 -7.40 0.22
C 0.60 -6.92 -0.21
C 0.81 -5.56 -0.30
C -0.21 -4.67 0.03
C -1.45 -5.16 0.45
C -1.66 -6.52 0.55
C 0.03 -3.21 -0.01
O 1.17 -2.79 -0.33
O -0.88 -2.40 0.27
H 1.39 -7.61 -0.47
H 1.76 -5.17 -0.63
H -2.24 -4.47 0.70
H -2.61 -6.91 0.88
Cl 5.56 -2.09 -2.26
C 4.83 -1.03 -1.13
C 5.58 -0.10 -0.42
C 4.92 0.73 0.47
C 3.54 0.61 0.60
N 2.84 -0.29 -0.07
C 3.46 -1.10 -0.91
H 6.65 -0.04 -0.55
H 5.46 1.46 1.05
H 2.99 1.25 1.27
H 2.86 -1.86 -1.40
N -1.49 6.68 -0.51
N -0.92 5.43 -0.71
N 0.35 5.26 -0.41
C 0.98 4.17 -0.32
N 0.45 2.84 -0.40
N -1.80 4.36 -0.90
H -1.30 7.06 0.42
H -1.16 7.34 -1.20
H 2.02 4.24 -0.06
```

Output
- Energy above the lowest of the compared OMol25 structures with the same formula, charge and spin: 1.1296 eV
- F_max: 1.76 eV/A
- Multiplicity: 1
- HOMO-LUMO gap: 8.318 eV
- LUMO level: -4.64 eV
- Total charge: +2
- HOMO level: -13.0 eV

***

multiplicity of number 5 (C33H37BrCeFN10O7PS2)?
2

***

What is the formula in the fourth record?
C33H37AsBN6Pt

***

Number 6 is which compound?
C33H37Cl2InN8O6S

***

What did the sixth record say?
The following is a quantum chemistry calculation of C33H37Cl2InN8O6S as an isolated structure at a distorted geometry, from the OMol25 dataset.

```
88
C33H37Cl2InN8O6S, DFT ωB97M-V/def2-TZVPD
In 0.53 -0.70 0.13
C 0.69 0.45 5.59
N 0.71 -0.48 4.48
C 0.80 -1.89 4.82
C 0.76 -0.13 3.20
O 0.89 -0.99 2.31
C 0.65 1.36 2.85
O 0.76 1.52 1.45
C -0.15 2.43 0.84
C -1.47 1.72 0.55
O -1.48 0.48 0.53
N -2.56 2.45 0.31
C -3.77 1.77 -0.11
C -2.57 3.90 0.25
H 0.15 0.00 6.42
H 1.70 0.67 5.92
H 0.19 1.38 5.33
H 0.17 -2.10 5.67
H 0.48 -2.49 3.97
H 1.83 -2.16 5.06
H -0.31 1.73 3.21
H 1.48 1.91 3.33
H -0.29 3.28 1.54
H -0.21 2.75 -1.16
H -3.60 0.70 -0.13
H -4.59 1.99 0.58
H -4.04 2.12 -1.11
H -2.38 4.56 -1.70
H -3.61 4.22 0.21
H -2.12 4.32 1.16
O 0.23 0.09 -1.87
S 1.28 0.44 -2.92
C 1.74 -1.12 -3.71
C 1.02 -2.28 -3.47
C 1.44 -3.46 -4.07
C 2.55 -3.46 -4.90
C 3.25 -2.29 -5.14
C 2.85 -1.11 -4.54
C 0.24 1.05 -4.27
C 0.59 2.25 -4.87
C -0.18 2.72 -5.92
C -1.28 1.99 -6.36
C -1.62 0.80 -5.74
C -0.86 0.32 -4.69
H 0.15 -2.26 -2.83
H 0.89 -4.37 -3.88
H 2.86 -4.38 -5.37
H 4.10 -2.29 -5.80
H 3.39 -0.19 -4.70
H 1.44 2.80 -4.52
H 0.08 3.65 -6.40
H -1.87 2.36 -7.19
H -2.47 0.23 -6.09
H -1.11 -0.61 -4.21
Cl -0.87 -9.09 0.38
C -0.63 -7.40 0.22
C 0.60 -6.92 -0.21
C 0.81 -5.56 -0.30
C -0.21 -4.67 0.03
C -1.45 -5.16 0.45
C -1.66 -6.52 0.55
C 0.03 -3.21 -0.01
O 1.17 -2.79 -0.33
O -0.88 -2.40 0.27
H 1.39 -7.61 -0.47
H 1.76 -5.17 -0.63
H -2.24 -4.47 0.70
H -2.61 -6.91 0.88
Cl 5.56 -2.09 -2.26
C 4.83 -1.03 -1.13
C 5.58 -0.10 -0.42
C 4.92 0.73 0.47
C 3.54 0.61 0.60
N 2.84 -0.29 -0.07
C 3.46 -1.10 -0.91
H 6.65 -0.04 -0.55
H 5.46 1.46 1.05
H 2.99 1.25 1.27
H 2.86 -1.86 -1.40
N -1.49 6.68 -0.51
N -0.92 5.43 -0.71
N 0.35 5.26 -0.41
C 0.98 4.17 -0.32
N 0.45 2.84 -0.40
N -1.80 4.36 -0.90
H -1.30 7.06 0.42
H -1.16 7.34 -1.20
H 2.02 4.24 -0.06
```

Output
- Energy above the lowest of the compared OMol25 structures with the same formula, charge and spin: 1.1296 eV
- F_max: 1.76 eV/A
- Multiplicity: 1
- HOMO-LUMO gap: 8.318 eV
- LUMO level: -4.64 eV
- Total charge: +2
- HOMO level: -13.0 eV